This record from the Open Molecules 2025 dataset describes a structure of composition C10H13ClLaMgN3O7 at a distorted geometry. The level of theory is the ωB97M-V functional and the def2-TZVPD basis.

Each line ends with the Mulliken charge.
Element x y z (Å)
La (-1.382, -1.098, -2.529)  1.302
Cl (-3.849, -1.456, -1.991)  -0.644
C (-0.782, -3.427, -2.692)  -1.336
C (-1.663, 0.509, -4.311)  -1.363
H (-0.626, -3.855, -3.692)  0.328
H (0.092, -3.641, -2.065)  0.302
H (-1.671, -3.898, -2.238)  0.287
H (-1.530, 0.143, -5.338)  0.328
H (-1.041, 1.399, -4.155)  0.310
H (-2.722, 0.776, -4.157)  0.287
Mg (0.005, 0.507, 0.529)  0.663
C (0.237, 2.612, 0.666)  -1.242
C (0.759, -0.251, -1.314)  -1.308
H (0.669, 3.067, -0.240)  0.286
H (-0.798, 2.961, 0.813)  0.252
H (0.848, 2.867, 1.542)  0.235
H (1.346, 0.497, -1.902)  0.377
H (1.497, -1.067, -1.128)  0.384
O (2.736, -0.390, 7.474)  -0.664
N (1.682, 0.061, 6.977)  0.980
O (0.947, 0.885, 7.563)  -0.649
C (1.317, -0.390, 5.648)  -0.071
C (2.177, -1.279, 4.987)  -0.412
C (1.929, -1.586, 3.657)  -0.565
C (0.965, -0.822, 2.902)  1.274
O (1.144, -0.660, 1.652)  -0.557
C (-0.069, -0.109, 3.665)  -0.260
C (0.169, 0.131, 5.024)  -0.573
N (-1.304, 0.412, 3.098)  0.945
O (-2.114, 0.964, 3.850)  -0.778
O (-1.568, 0.252, 1.839)  -0.867
N (2.771, -2.513, 2.932)  0.943
O (3.931, -2.690, 3.358)  -0.655
O (2.312, -3.092, 1.937)  -0.563
H (3.044, -1.703, 5.486)  0.504
H (-0.525, 0.753, 5.582)  0.519

Values from the calculation:
calculated total energy: -48202.7241 eV
energy above the lowest of the compared OMol25 structures with the same formula, charge and spin: 0.0 kcal per mole
HOMO energy (spin up / spin down): -0.7 / -2.5 eV
lowest unoccupied orbital energy (spin up / spin down): 4.0 / 4.1 eV
charge: -2